# 1
Below is a single CH2BrClO2S3 molecule, with properties calculated with wB97M-V/def2-TZVPD.

Element x y z (Å)
C (-0.2742, 0.9536, 1.1050)
O (1.1408, -1.6194, -0.4804)
O (0.0376, -0.1453, 1.9082)
S (1.1762, 1.2918, 0.0291)
S (0.6530, 1.0668, -1.8231)
S (0.8461, -1.2327, -1.8941)
Cl (-1.7916, 0.7643, 0.1629)
Br (-1.2394, -1.8426, -2.2253)
H (-0.1675, -1.0381, 1.5055)
H (-0.3808, 1.8016, 1.7124)

Atomic forces in eV per Å
-0.1 -2.3 -0.8
-0.2 0.7 -1.7
-0.9 -0.4 -0.2
0.6 0.3 0.5
-0.3 -1.0 -0.8
0.7 -0.1 1.8
0.3 0.1 0.5
-0.4 0.0 -0.3
0.5 1.7 0.0
-0.2 1.0 1.0

As for the electronic energy: -4418.53083 hartree. The value obtained for the energy above the lowest of the compared OMol25 structures with the same formula, charge and spin is 0.221 eV. As for the charge: 0. The calculation puts the molecular weight at 257.58 g/mol. The calculation puts the HOMO-LUMO gap at 8.54 eV.

Atomic partial charges in e from the natural (NBO) method, atoms 1 to 5: C -0.036; O -0.893; O -0.704; S 0.166; S -0.070

---

# 2
Below is a 8-piece molecular cluster, C5H27N2O7 overall, with properties calculated with wB97M-V/def2-TZVPD.

Element x y z (Å)
N (0.0919, 0.0553, 0.6807)
C (-1.0352, -0.4809, -0.2951)
C (-1.0422, -1.9899, -0.0585)
C (-2.4685, -2.5067, -0.1252)
C (-3.4165, -2.1159, 0.7185)
C (-0.7172, -0.1864, -1.7573)
N (-0.4800, 1.2082, -2.0707)
H (0.8901, -0.5759, 0.5829)
H (0.4625, 0.9839, 0.3977)
H (-0.3226, -0.0811, 1.5942)
H (-1.8524, 0.1041, 0.1135)
H (-0.4795, -2.4602, -0.8645)
H (-0.6289, -2.2283, 0.9152)
H (-2.8239, -3.2325, -0.8433)
H (-3.1966, -1.3914, 1.5000)
H (-4.4377, -2.4607, 0.6587)
H (-1.4254, -0.7653, -2.3545)
H (0.2782, -0.5888, -1.9185)
H (-1.3117, 1.7725, -2.1008)
H (0.1218, 1.3936, -2.8568)
H (0.5794, 2.9027, 2.4273)
H (0.0765, 2.2459, 3.7629)
O (0.4047, 2.0761, 2.8782)
H (2.1364, -3.2166, -2.7374)
H (2.7091, -3.8464, -1.4972)
O (2.0505, -3.1980, -1.7763)
H (3.5365, 2.8028, 2.1350)
H (2.2029, 3.1561, 1.4228)
O (2.8210, 3.4421, 2.1042)
H (0.9352, 2.4299, -0.8618)
H (-0.2504, 2.7653, -0.0779)
O (0.7079, 2.7157, 0.0374)
H (-4.2206, 1.3413, -1.4993)
H (-3.1240, 2.3274, -1.6164)
O (-3.3992, 1.5926, -1.0556)
H (3.0935, 0.6556, 0.0672)
H (3.0561, 0.2270, -1.3063)
O (2.4918, 0.1680, -0.5192)
H (2.7073, -2.2404, 1.3985)
H (1.8272, -2.5666, 0.1574)
O (1.8019, -2.3776, 1.1046)

Atomic forces in eV per Å
-0.3 -1.2 -2.1
1.7 0.9 1.1
-1.7 0.0 -0.6
-0.9 -0.1 0.5
0.4 0.4 0.1
1.2 0.1 0.5
-0.5 0.5 0.5
0.1 -0.2 0.4
-0.6 0.0 0.9
0.5 0.8 0.4
-0.7 -0.5 -0.5
0.4 -0.1 0.3
0.2 -0.2 0.0
0.6 -0.1 -0.4
-0.1 0.0 0.0
0.0 -0.1 0.0
-0.2 0.3 -0.2
0.0 -0.8 -0.1
-0.1 -0.1 -0.3
-0.2 -0.3 -0.3
0.0 0.3 0.5
0.1 0.4 0.0
-0.4 -0.9 -0.3
-0.2 0.1 0.1
-0.1 -0.1 0.1
0.3 -0.1 -0.1
-0.1 -0.1 0.0
0.3 -0.1 -0.2
0.0 0.3 0.0
0.3 0.0 0.1
-0.1 0.3 0.4
-0.1 0.1 -0.3
-0.1 -0.3 0.3
0.0 0.2 0.2
-0.1 0.2 -0.6
-0.5 -0.1 0.5
-0.5 -0.5 -0.3
1.4 0.7 -0.4
0.0 -0.1 -0.1
0.3 -0.1 -0.1
-0.3 0.2 0.1

As for the electronic energy: -842.64555 hartree. The value obtained for the energy above the lowest of the compared OMol25 structures with the same formula, charge and spin is 2.551 eV. As for the charge: +1. The calculation puts the molecular weight at 227.28 g/mol. The calculation puts the HOMO-LUMO gap at 9.76 eV.

Atomic partial charges in e from the natural (NBO) method, atoms 1 to 5: N -0.741; C -0.019; C -0.489; C -0.195; C -0.368

---

# 3
Below is a single C3H8O molecule, with properties calculated with wB97M-V/def2-TZVPD.

Element x y z (Å)
C (-1.4939, 0.1408, -0.0036)
C (-0.0648, -0.3305, -0.3076)
C (1.0246, 0.5345, 0.2390)
O (2.1734, -0.2589, 0.1163)
H (-1.5578, 0.7206, 0.9290)
H (-2.0916, -0.7570, 0.1082)
H (-1.9688, 0.7486, -0.7930)
H (0.3606, -1.4632, 0.0896)
H (0.1063, -0.4392, -1.3847)
H (0.8397, 0.9030, 1.2669)
H (0.9545, 1.3946, -0.4448)
H (1.7179, -1.1933, 0.1846)

Atomic forces in eV per Å
0.0 -0.6 0.1
0.2 -2.1 0.6
-0.7 0.4 -0.4
-0.3 -1.7 0.3
0.1 -0.3 -0.2
-0.5 0.0 0.1
0.5 -0.3 0.1
-2.6 2.3 -0.6
-0.1 0.1 0.1
0.1 -0.3 -0.3
1.1 0.2 0.3
2.2 2.3 -0.1

As for the electronic energy: -194.28305 hartree. The value obtained for the energy above the lowest of the compared OMol25 structures with the same formula, charge and spin is 1.439 eV. As for the charge: 0. The calculation puts the molecular weight at 60.10 g/mol. The calculation puts the HOMO-LUMO gap at 11.40 eV.

Atomic partial charges in e from the natural (NBO) method, atoms 1 to 5: C -0.636; C -0.348; C -0.081; O -0.704; H 0.210

---

# 4
Below is a 5-piece molecular cluster, CH9O7 overall, with properties calculated with wB97M-V/def2-TZVPD.

Element x y z (Å)
O (-1.1280, 3.2342, 1.7592)
C (0.1252, 3.0995, 1.4137)
O (0.5260, 1.9288, 1.1514)
O (0.6648, 4.0715, 0.9167)
H (-1.1149, 2.2775, 1.8373)
O (3.4928, -0.2848, -3.5250)
H (2.6645, -0.6751, -3.2459)
H (3.9834, -1.0117, -3.9087)
O (3.1689, -3.0365, 2.5291)
H (2.8476, -3.8286, 2.0984)
H (2.5297, -2.3621, 2.2991)
O (-0.6854, -2.3940, -1.5380)
H (-0.3483, -1.6497, -1.0393)
H (-0.0222, -3.0756, -1.4297)
O (-5.5951, 0.9456, -0.0331)
H (-6.0322, 1.0134, 0.8157)
H (-5.0768, 1.7475, -0.1008)

Atomic forces in eV per Å
-2.5 -0.5 2.3
3.4 0.6 -5.6
-0.3 -1.7 1.9
1.5 2.9 0.7
-2.1 -1.3 0.6
0.1 0.1 -0.1
-0.3 0.0 0.1
0.1 -0.2 -0.1
0.2 -0.1 0.1
-0.1 -0.2 -0.1
-0.2 0.3 0.0
-0.1 -0.2 -0.2
0.0 0.4 0.2
0.1 -0.2 0.0
-0.2 -0.2 -0.2
-0.1 0.0 0.2
0.3 0.2 0.0

As for the electronic energy: -570.21346 hartree. The value obtained for the energy above the lowest of the compared OMol25 structures with the same formula, charge and spin is 0.000 eV. As for the charge: -1. The calculation puts the molecular weight at 133.08 g/mol. The calculation puts the HOMO-LUMO gap at 5.98 eV.

Atomic partial charges in e from the natural (NBO) method, atoms 1 to 5: O -0.730; C 0.889; O -0.865; O -0.775; H 0.480

---

Q: The highest charge belongs to which entry?
A: C5H27N2O7

---

Copy entry 4 word for word.
Below is a 5-piece molecular cluster, CH9O7 overall, with properties calculated with wB97M-V/def2-TZVPD.

Element x y z (Å)
O (-1.1280, 3.2342, 1.7592)
C (0.1252, 3.0995, 1.4137)
O (0.5260, 1.9288, 1.1514)
O (0.6648, 4.0715, 0.9167)
H (-1.1149, 2.2775, 1.8373)
O (3.4928, -0.2848, -3.5250)
H (2.6645, -0.6751, -3.2459)
H (3.9834, -1.0117, -3.9087)
O (3.1689, -3.0365, 2.5291)
H (2.8476, -3.8286, 2.0984)
H (2.5297, -2.3621, 2.2991)
O (-0.6854, -2.3940, -1.5380)
H (-0.3483, -1.6497, -1.0393)
H (-0.0222, -3.0756, -1.4297)
O (-5.5951, 0.9456, -0.0331)
H (-6.0322, 1.0134, 0.8157)
H (-5.0768, 1.7475, -0.1008)

Atomic forces in eV per Å
-2.5 -0.5 2.3
3.4 0.6 -5.6
-0.3 -1.7 1.9
1.5 2.9 0.7
-2.1 -1.3 0.6
0.1 0.1 -0.1
-0.3 0.0 0.1
0.1 -0.2 -0.1
0.2 -0.1 0.1
-0.1 -0.2 -0.1
-0.2 0.3 0.0
-0.1 -0.2 -0.2
0.0 0.4 0.2
0.1 -0.2 0.0
-0.2 -0.2 -0.2
-0.1 0.0 0.2
0.3 0.2 0.0

As for the electronic energy: -570.21346 hartree. The value obtained for the energy above the lowest of the compared OMol25 structures with the same formula, charge and spin is 0.000 eV. As for the charge: -1. The calculation puts the molecular weight at 133.08 g/mol. The calculation puts the HOMO-LUMO gap at 5.98 eV.

Atomic partial charges in e from the natural (NBO) method, atoms 1 to 5: O -0.730; C 0.889; O -0.865; O -0.775; H 0.480

---

Q: Which formula does entry 1 have?
A: CH2BrClO2S3

---

Q: Number 3 is which compound?
A: C3H8O